A structure of composition C52H50BN8PSSc, computed with ωB97M-V/def2-TZVPD.

```
114
Properties=species:S:1:pos:R:3:mulliken_charge:R:1
C 4.01 0.75 -3.99 -1.002
H 1.41 -1.26 -4.15 0.465
C -2.47 -3.18 1.50 -1.414
C 3.19 0.08 -1.82 0.421
H 3.68 -3.97 2.04 0.270
H -5.04 -0.72 -4.57 0.445
N -1.76 4.42 2.68 0.304
H 4.38 0.48 -4.97 0.431
C 3.67 -0.24 -3.08 -0.712
H -3.32 -3.84 1.51 0.538
C -0.42 0.37 -2.63 0.719
H 1.71 4.71 0.26 0.512
C -2.05 -1.84 -3.38 0.417
H -0.27 -4.69 3.43 0.243
C 1.60 -4.62 -2.24 -0.711
C -0.17 2.64 -1.91 -0.804
C 1.58 3.05 1.62 2.149
C -1.18 -3.50 1.89 0.637
C -4.17 -1.36 -4.46 -0.965
S -1.89 1.81 1.93 -0.463
C -1.98 4.99 1.37 -0.835
C 1.85 3.55 3.94 -0.783
N -0.42 -2.41 1.71 0.511
C 0.58 -2.44 -2.57 0.852
C 1.73 4.39 1.30 -0.394
C -0.46 0.80 -3.96 -0.344
H -1.45 -5.53 2.42 0.449
C 2.87 -0.99 -0.86 -0.380
H -0.73 5.89 3.77 0.277
C -1.51 4.26 5.02 -0.610
C 1.98 0.51 4.42 -1.532
C 2.96 -2.82 0.38 0.569
H 1.64 -5.56 -1.71 0.498
C -1.92 -2.97 -4.18 -0.679
H 2.56 -1.66 5.96 0.420
H 2.44 0.93 5.30 0.560
H 4.14 -4.58 0.45 0.454
C 2.01 4.89 3.63 -1.046
C 3.88 2.09 -3.63 -0.616
H -2.37 4.30 5.68 0.368
C -4.86 -1.45 0.84 -0.803
H -0.61 4.41 5.61 0.278
H -2.78 -4.17 -5.73 0.439
B 1.07 -2.23 2.07 -1.340
C 1.63 2.61 2.94 1.017
N 1.27 -0.95 2.93 0.299
H -2.00 4.19 0.63 0.106
C -0.34 2.15 -4.26 -1.170
H -0.37 2.49 -5.29 0.443
C 1.53 1.17 3.27 -0.490
H 2.49 -4.81 1.05 0.173
C 2.47 -4.36 -3.30 -1.042
H 0.16 -5.17 1.79 0.174
C -1.67 3.12 2.98 -0.117
C 3.58 -2.17 -0.67 -0.995
H 2.80 1.69 -0.46 0.679
H -4.25 1.78 -1.18 0.548
C -5.94 -0.71 0.38 -0.882
C 0.67 -3.65 -1.87 -0.574
C -3.19 -1.04 -3.53 -0.128
H 3.77 -1.29 -3.36 0.548
C 1.95 5.32 2.31 -0.825
H -0.02 -3.84 -1.05 0.337
C -2.90 -3.29 -5.11 -0.791
H -1.50 2.08 4.73 0.233
C 1.46 -2.20 -3.61 -0.308
H -2.37 0.47 -0.40 -0.496
C 2.41 -3.15 -3.97 -0.447
P -0.80 -1.34 -2.11 1.171
H 3.09 -2.96 -4.80 0.481
H -5.04 -2.34 1.44 0.394
H 1.27 -2.63 5.23 0.275
H 3.20 -5.11 -3.59 0.396
C 3.09 1.42 -1.46 0.154
H 1.90 3.23 4.97 0.471
C -2.43 -1.85 1.09 -0.049
H -0.06 3.39 -1.13 0.236
C -5.73 0.45 -0.35 -0.893
C 2.14 -2.02 5.02 -1.474
C 3.42 2.42 -2.37 -0.525
H -1.06 -3.62 -4.08 0.437
N 1.06 0.28 2.40 1.171
H -0.62 0.09 -4.76 0.566
H 1.46 2.35 0.81 -1.388
C -0.65 -4.79 2.41 -1.429
C -3.36 0.12 -0.16 1.001
H -4.78 -2.74 -5.99 0.392
C -1.62 5.27 3.86 -0.574
C 1.80 -0.84 4.16 0.729
H 2.89 -2.66 4.53 0.224
H 1.43 -3.19 2.67 -0.052
H 4.14 2.87 -4.34 0.432
H 4.45 -2.50 -1.21 0.673
C 3.33 -4.12 1.02 -1.567
C -0.25 1.29 -1.57 0.743
C -0.22 3.08 -3.22 -0.753
Sc 0.00 0.24 0.36 -1.396
C -3.55 -1.04 0.58 1.370
N -1.46 2.99 4.29 0.139
H -0.16 4.13 -3.45 0.454
N 1.85 -0.93 0.02 1.033
H -2.49 5.93 3.96 0.414
H -6.95 -1.04 0.60 0.433
H 2.20 5.60 4.43 0.449
H -1.17 5.68 1.12 0.342
H 3.34 3.46 -2.08 0.394
H -6.57 1.03 -0.71 0.474
C -4.43 0.87 -0.62 -0.934
N 1.94 -2.06 0.79 0.506
H 2.09 6.37 2.07 0.422
H -3.31 -0.15 -2.92 0.499
H -2.93 5.53 1.34 0.314
N -1.18 -1.39 1.21 1.381
C -4.02 -2.49 -5.26 -0.619
```

Results
ΔE to the lowest compared entry with this formula, charge and spin, eV: 0.0000
Kohn-Sham gap, Ha: 0.300
Net charge: +1
Max |F|, eV/A: 0.6

---

A structure of composition C52H51CrF9N2PSi, computed with ωB97M-V/def2-TZVPD.

```
117
Properties=species:S:1:pos:R:3:mulliken_charge:R:1
C -3.33 -3.57 -3.07 -1.037
C -4.04 -3.47 3.23 -1.140
C 5.16 3.46 0.40 -0.221
C -1.27 1.88 2.13 0.950
H -0.56 0.82 -3.78 0.488
H 1.05 4.11 -0.01 0.640
H 1.25 -1.41 0.79 0.339
N 0.08 1.21 -1.81 0.521
C 0.10 1.94 2.41 -1.089
H -1.03 -5.47 -1.47 0.543
H 1.65 -2.95 -0.74 0.637
F -7.24 3.11 -2.15 -0.258
H 5.85 -0.93 -0.38 0.419
Si 3.63 1.04 0.02 0.068
F -6.12 4.23 -0.68 -0.258
F -1.49 -5.00 -4.95 -0.256
H 3.52 -1.79 0.81 0.314
C 3.98 -1.93 2.89 -0.759
H 2.72 -1.61 -1.13 -0.482
H -1.30 -3.67 0.20 0.443
F -3.30 -6.09 -4.45 -0.252
H -1.96 4.90 -0.65 0.465
H -0.88 -1.22 -2.16 -1.071
H 1.15 0.56 -3.51 0.524
H 3.96 0.04 -4.85 0.490
F -1.41 -6.62 -3.51 -0.278
C 3.80 0.39 -2.74 -0.042
C 4.36 -0.18 -3.87 -0.785
H 4.90 0.64 4.88 0.494
C 1.68 -1.92 -1.11 -0.161
H -4.88 2.18 -2.53 0.566
C 2.13 3.38 2.40 -1.239
H 6.30 5.26 0.69 0.458
H -1.71 0.80 3.94 0.352
H -4.20 -1.77 -2.33 0.466
C -2.17 -5.60 -3.94 0.815
C 5.42 -0.72 -1.36 -0.020
H -5.03 -0.33 1.73 0.418
C 5.47 -1.01 -3.74 -0.682
C -2.74 -2.57 -0.96 -0.060
H 4.61 1.87 2.79 0.339
H -2.82 2.50 0.78 0.673
H -0.03 -1.26 -0.19 -1.124
C -5.88 1.91 -0.65 -0.055
C -0.08 -1.07 -2.89 0.493
P -2.55 -1.13 0.17 3.028
H 6.87 -1.91 -2.40 0.467
C -6.80 3.08 -0.89 0.792
F -3.13 -5.51 5.15 -0.242
H -0.47 -1.45 -3.83 0.809
H 3.23 5.45 -2.29 0.474
C -4.91 1.63 -1.60 -1.237
H -0.88 1.12 -1.48 -0.452
H -2.21 3.42 -1.56 0.247
H -6.71 1.42 1.26 0.515
C -5.94 1.19 0.54 -1.152
C -2.23 1.28 3.11 -1.628
C 4.36 -1.26 4.04 -0.698
C -1.75 2.51 0.98 0.316
C 4.78 5.51 -0.81 -0.659
C -1.89 -2.63 3.90 -0.567
C -3.98 0.64 -1.34 -0.402
C -4.01 -0.08 -0.14 0.065
C -4.99 0.21 0.79 -0.835
H -3.21 0.43 -2.08 0.500
H -3.89 -3.55 -4.00 0.486
C 3.95 0.16 1.65 1.803
C 1.15 -1.92 -2.56 -1.327
C 4.11 2.84 -0.28 0.787
C 6.00 -1.28 -2.49 -0.766
H -4.75 -2.86 1.30 0.602
C 4.31 0.12 -1.47 0.232
C -1.71 -4.65 -1.66 -0.972
H 0.45 1.56 3.36 0.421
C 0.46 3.36 0.49 -0.042
H -4.92 -4.07 3.44 0.461
F -7.85 3.08 -0.08 -0.264
H 0.90 -2.94 -2.83 0.535
N 0.97 -1.05 -0.12 1.199
C -1.87 -3.63 -0.73 -0.725
H 2.97 1.07 -2.83 0.285
C -2.43 -4.59 -2.84 0.188
H 2.64 3.10 -1.83 0.264
C 0.17 0.42 -3.07 -1.475
H 2.91 3.73 1.74 0.208
H -2.85 2.08 3.52 0.479
Cr 1.09 1.08 0.11 0.590
H -2.90 0.57 2.64 0.222
H -1.09 -2.57 4.63 0.589
C 5.49 4.79 0.14 -0.697
C -2.83 -2.00 1.76 -0.519
F -4.25 -3.92 6.08 -0.243
H 5.03 6.55 -1.00 0.422
C -3.01 -3.40 4.15 0.070
H -0.93 -1.33 2.50 0.305
F -2.09 -3.96 6.25 -0.279
C -1.46 4.00 -1.02 -1.629
C 3.76 4.90 -1.52 -0.668
H 5.74 2.91 1.12 0.399
H -0.68 4.32 -1.70 0.430
H 5.92 -1.44 -4.63 0.423
C -3.49 -2.56 -2.14 0.013
H 4.51 -1.80 4.97 0.439
C 3.43 3.58 -1.26 -0.060
H 2.54 2.69 3.13 0.421
C 0.96 2.79 1.68 -0.085
C 4.57 0.11 4.00 -0.805
C -0.91 3.24 0.15 -0.116
C -3.95 -2.78 2.03 -0.534
C 3.77 -1.23 1.71 -0.483
C -3.12 -4.20 5.42 0.706
H 1.75 4.25 2.95 0.412
H 3.86 -3.01 2.90 0.523
H 1.96 -1.61 -3.22 0.416
C -1.80 -1.93 2.70 -0.034
C 4.38 0.81 2.81 -0.865
H 0.16 2.19 -2.10 0.270
```

Results
ΔE to the lowest compared entry with this formula, charge and spin, eV: 0.0286
Spin multiplicity: 4
Kohn-Sham gap (spin up / spin down), Ha: 0.242 / 0.264
Net charge: +2
Expectation value of S²: 4.219
Max |F|, eV/A: 1.8

---

A structure of composition C52H53Cl3Ge2HgNO2S4, computed with ωB97M-V/def2-TZVPD.

```
118
Properties=species:S:1:pos:R:3:mulliken_charge:R:1
H 4.72 -2.41 2.79 0.513
C 1.90 0.00 -3.73 1.442
C 3.00 0.77 4.66 0.675
H 4.86 0.76 -3.28 0.511
H -2.89 -3.86 3.65 0.543
C 1.04 0.26 -4.80 -1.067
H -3.78 -5.59 -2.23 0.358
C 2.16 3.50 -2.21 -1.610
H -2.08 -5.87 -0.45 0.449
H 3.18 3.43 -1.84 0.312
H -0.65 -4.23 4.32 0.378
H -1.22 1.09 -6.18 0.265
H 3.88 4.01 2.52 0.506
H 1.49 3.52 -1.34 0.029
H 2.51 -0.12 6.57 0.374
C 3.30 0.81 -1.81 -0.260
C -5.01 0.97 -1.64 -0.883
C 3.60 1.88 2.59 0.733
H -2.33 -1.02 -4.99 0.548
C 5.65 0.52 -1.30 -1.117
H 0.71 -0.57 -5.41 0.174
S 0.72 2.67 1.25 -0.422
H -3.65 5.64 1.44 0.147
H 0.55 3.57 -4.37 0.268
H -4.22 6.42 -0.07 0.301
C -3.02 -0.33 -3.08 0.013
H 0.13 1.67 -7.16 0.366
Cl -3.76 3.65 2.56 -0.744
C -3.16 -2.32 -1.54 0.053
C -4.68 -0.34 -1.31 0.773
C 1.35 -4.82 1.67 -0.701
C -3.63 -0.97 -1.99 0.948
H -5.77 1.48 -1.06 0.228
C 1.93 -5.05 4.12 -1.680
H -4.48 -3.30 -2.90 0.451
Ge -1.37 -0.81 0.26 -0.449
H -5.84 -2.01 -0.58 0.301
C 4.02 0.60 0.49 -0.386
C -0.33 -4.32 3.29 -1.118
Hg -1.61 2.39 2.10 1.610
C 2.30 -1.41 -3.42 -1.764
C -2.38 -4.87 -0.77 -0.139
C -4.34 1.66 -2.65 0.579
H -1.04 -0.48 -3.91 -0.399
H 1.72 -2.12 -4.01 0.405
H 2.99 1.59 6.66 0.383
H -4.98 3.26 -3.95 0.377
O -1.30 3.38 6.52 -0.746
C -3.34 -4.72 -1.76 -1.087
C -1.25 4.93 4.78 0.236
C 0.96 -4.74 3.00 1.104
H 6.13 0.37 0.80 0.438
C 3.68 -0.54 2.73 1.080
H -2.87 1.50 -4.19 0.315
S -0.46 0.45 -1.35 0.720
H 1.54 -5.84 4.77 0.439
H 2.03 4.46 -2.73 0.580
N -1.89 4.35 -0.77 -0.257
C -1.80 -3.76 -0.15 0.142
C -3.34 6.11 0.50 -0.728
H -2.66 -2.41 2.67 0.144
C 4.63 0.69 -2.22 -0.106
C -0.38 1.79 -6.20 -1.491
C -5.43 -1.05 -0.22 -1.392
H 6.68 0.43 -1.63 0.358
O -0.88 2.63 4.44 -0.643
C -2.62 -3.50 2.66 -1.783
S -2.75 0.16 1.59 -0.632
C 3.21 1.93 3.92 -0.766
C 2.45 0.85 6.06 -1.558
H 2.03 -4.16 -0.82 0.381
C 0.95 2.57 -4.21 -1.276
Ge 1.10 0.82 0.22 -1.521
C 2.30 1.06 -2.91 0.282
H 3.16 -1.36 4.64 0.230
Cl -0.64 5.39 3.25 -0.119
C -1.99 -1.01 -3.95 -0.797
H 3.37 -1.59 -3.61 0.382
H 3.09 -2.53 2.12 -0.107
C 0.48 -4.48 0.64 1.343
C -2.17 -2.46 -0.54 -0.791
H 0.41 -3.84 -1.44 0.150
H 2.11 -4.17 4.74 0.276
C -4.64 3.12 -2.92 -1.610
H 2.13 -1.63 -2.36 0.152
H 0.95 -5.51 -1.21 0.347
H 2.89 -5.38 3.72 0.349
H -6.26 -0.44 0.14 0.433
Cl -1.77 6.23 5.79 -0.196
C 2.97 0.74 -0.44 0.023
C 0.99 -4.50 -0.79 -1.891
S 0.61 -1.10 1.28 0.460
C 5.34 0.49 0.06 0.292
C 3.84 3.17 1.83 -1.098
C -0.82 -4.07 0.94 0.053
C -2.57 5.13 -0.27 0.332
H -5.40 3.50 -2.24 0.329
H -4.78 -1.26 0.63 0.172
H 4.78 3.13 1.27 0.260
H 1.40 1.16 6.04 0.256
H 3.03 2.90 4.38 0.317
C 3.28 -0.45 4.06 -0.909
H 2.37 -5.10 1.43 0.240
H -3.37 -3.83 1.94 0.324
H -1.80 -2.04 -3.64 0.127
H -0.79 2.81 -6.16 0.352
C -3.39 0.98 -3.38 -0.635
H 4.39 -1.85 1.15 0.191
H -3.73 3.72 -2.78 0.275
C 0.56 1.54 -5.05 1.391
H 3.03 3.35 1.12 0.043
C 3.99 -1.91 2.16 -1.293
C -1.13 3.51 5.30 0.383
C -3.73 -3.44 -2.13 0.064
C 1.82 2.35 -3.13 1.424
H -2.73 6.98 0.72 0.265
C 3.76 0.63 1.97 0.143
C -1.24 -3.99 2.28 1.568
```

Results
Spin multiplicity: 2
Kohn-Sham gap (spin up / spin down), Ha: 0.244 / 0.253
Net charge: -2
Expectation value of S²: 0.755
Max |F|, eV/A: 0.7

---

A structure of composition C52H53CsGeN8OS2SbSe4Te, computed with ωB97M-V/def2-TZVPD.

```
124
Properties=species:S:1:pos:R:3:mulliken_charge:R:1
C -0.62 -6.43 4.04 -0.734
H -4.72 1.68 5.46 0.198
H 0.77 2.23 1.35 -0.493
Se -3.90 -1.35 2.24 -0.145
C 2.23 5.85 -0.79 -0.953
C 0.67 -3.49 5.41 -0.507
C -2.24 2.69 3.31 0.000
C 1.71 -5.39 -1.56 -0.618
C -0.61 -5.40 3.11 -0.622
C 2.82 6.59 -1.77 -0.885
Cs -0.31 0.05 -0.42 2.088
H 3.42 1.30 -2.57 0.240
H 5.47 -1.19 1.18 0.751
H 0.54 0.89 -5.37 0.635
Te 0.38 -1.64 -3.62 0.694
C -3.41 0.64 -2.57 0.017
C -0.21 2.45 -4.11 0.038
H 3.10 1.89 -4.20 0.379
C 2.67 1.35 -3.35 -0.963
H -2.81 3.02 -6.95 0.323
N -1.91 -3.34 2.47 1.258
C 3.39 -0.82 1.51 0.269
N -3.40 -3.43 4.08 0.430
C -2.12 3.64 -5.01 -0.584
H -1.11 1.23 -7.15 0.378
C -1.19 3.43 -4.01 -0.410
C -4.65 2.65 -2.85 -0.476
C 1.67 4.60 -1.09 -0.580
H 0.62 -4.17 6.25 0.418
C -4.41 2.67 5.13 -0.790
C 2.84 5.17 -5.72 -1.207
S -4.08 2.62 3.35 0.040
H -3.27 3.53 0.81 0.428
Ge 0.99 2.15 -2.52 -0.195
C -0.23 -4.25 -0.76 0.557
C -2.56 -5.53 5.18 -0.704
Se 2.42 -2.95 -3.91 -0.828
H -0.34 0.56 4.32 0.339
Se -1.13 -3.43 -4.54 -0.287
H -0.90 -2.22 6.13 0.448
C -4.20 3.04 -1.60 -0.923
H -3.30 -5.58 5.96 0.485
C 2.69 1.35 1.60 0.695
H 2.84 4.81 -6.74 0.406
H -2.09 -4.28 -1.79 0.421
N 2.43 0.05 1.72 0.204
H 2.27 -4.52 4.40 0.430
C 1.58 -2.80 3.32 -0.009
H 5.95 1.22 0.71 0.394
C -2.09 2.86 -6.16 -0.530
C 2.26 4.43 -4.73 -0.205
H -4.48 3.98 -1.17 0.421
H -5.19 3.39 5.32 0.307
C -2.90 2.58 0.43 -1.358
N 0.75 -1.78 3.25 0.429
H 0.12 -7.21 3.97 0.451
H -1.56 -7.33 5.74 0.369
H 4.10 2.86 1.00 0.394
H -4.59 1.06 -4.31 0.448
H 4.89 -1.26 -2.55 0.183
H -5.04 -2.26 4.47 0.264
S -1.40 3.20 4.66 -0.535
C 1.78 -3.80 0.22 -0.089
H -3.47 2.97 5.61 0.246
C -0.95 -0.33 4.14 -0.492
C 1.68 4.07 -2.35 -1.650
H -1.35 -0.23 3.13 -0.377
C 2.25 4.85 -3.39 1.568
C -1.58 -6.50 5.05 -0.782
Sb 3.08 -2.95 1.75 0.747
H 3.50 -4.85 -0.49 0.536
C 3.46 6.39 -5.42 -0.417
C -1.72 -4.05 -0.79 -1.195
C 4.96 0.89 1.00 -0.589
H 3.91 7.81 -3.89 0.341
O 4.03 -2.28 -0.97 0.390
C -3.02 -2.74 2.96 -0.676
H 5.74 -2.74 -2.04 0.281
H 3.44 -2.69 -1.62 -0.224
C 2.43 -4.71 -0.60 -0.783
H -2.87 4.42 -4.91 0.399
H 3.28 7.55 -1.55 0.316
H -5.31 3.29 -3.42 0.434
H -1.23 4.04 -3.11 0.360
H 1.26 2.02 3.01 0.359
H 0.13 -5.34 2.33 0.554
C 5.17 -1.87 -1.69 -0.771
C -4.25 1.42 -3.35 -0.589
H 2.47 0.33 -3.66 0.178
N 0.48 -3.59 0.16 0.503
H -5.18 -3.94 5.03 0.357
H 2.19 6.22 0.23 0.438
C 4.70 -0.44 1.24 -1.255
C -4.51 -3.09 4.93 -1.072
C 3.94 1.81 1.17 -0.766
C -2.56 -4.50 4.26 0.115
C -1.60 -4.44 3.23 0.605
H 3.93 6.96 -6.21 0.367
C -0.18 -2.40 5.34 -0.745
C -0.21 1.66 -5.26 0.030
C -0.11 -1.55 4.24 0.227
H -1.77 -0.33 4.86 0.341
N -1.64 2.22 2.28 -0.741
H -4.15 -2.78 5.91 0.324
C 1.58 -3.69 4.38 -0.870
H 1.98 3.32 2.04 0.353
Se -3.14 -2.47 -4.78 -0.401
N -2.95 1.01 -1.38 0.274
C 1.62 2.30 2.02 -0.731
N -2.09 1.85 1.12 0.708
C 2.85 6.11 -3.09 1.026
H 1.77 3.50 -4.97 0.249
H -2.00 -3.03 -0.53 0.133
C 3.45 6.85 -4.13 -0.846
C 0.35 -5.16 -1.64 -0.745
H -3.11 -0.34 -2.92 -0.131
H 2.20 -6.07 -2.25 0.385
H -2.20 -4.74 -0.09 0.191
H -0.25 -5.66 -2.38 0.569
H 1.21 4.03 -0.29 0.489
H -1.34 -2.99 1.71 -0.476
C -3.34 2.19 -0.88 0.834
C -1.14 1.86 -6.27 -0.762
H 5.78 -1.28 -1.01 0.266
```

Results
ΔE to the lowest compared entry with this formula, charge and spin, eV: 0.6367
Spin multiplicity: 2
Kohn-Sham gap (spin up / spin down), Ha: 0.193 / 0.160
Net charge: -2
Expectation value of S²: 0.757
Max |F|, eV/A: 1.7